Record 1
A cluster of 2 separate species, C3H9NO2 in total. Source: the OMol25 dataset; level of theory: the ωB97M-V functional and the def2-TZVPD basis.

Each atom is followed by the atoms it is bonded to, with distances in Å.
Positions of all 15 atoms, in Å:
1 C -1.52 1.76 -0.71  C2 1.495, H6 1.066, H7 1.109, H8 1.090
2 C -1.56 0.41 -0.05  C1 1.495, N3 1.520, H9 1.111, H10 1.096
3 N -0.11 0.01 0.21  C2 1.520, C4 1.370, H11 1.007
4 C 0.27 -0.28 1.49  N3 1.370, O5 1.232, H12 1.075
5 O 1.36 -0.85 1.57  C4 1.232
6 H -0.62 2.24 -0.42  C1 1.066
7 H -2.40 2.39 -0.48  C1 1.109
8 H -1.69 1.72 -1.78  C1 1.090
9 H -2.06 0.32 0.93  C2 1.111
10 H -1.93 -0.46 -0.60  C2 1.096
11 H 0.44 -0.27 -0.59  N3 1.007
12 H -0.49 -0.15 2.24  C4 1.075
13 O 3.56 -2.14 -0.97  H14 0.971, H15 0.964
14 H 3.39 -1.67 -0.14  O13 0.971
15 H 3.38 -3.04 -0.69  O13 0.964

The SMILES is CCNC=O.O. Its spin multiplicity is 1. The value obtained for the energy relative to the best compared isomer or geometry (same formula, charge and spin) is 32.9 kcal per mole. The HOMO-LUMO gap comes out at 0.3874 hartree.

Atomic partial charges in e from the Löwdin method, atoms 1 to 5: -0.10 -0.23 0.00 -0.33 -0.03


Record 2
A cluster of 2 separate species, C3H9NO2 in total. Source: the OMol25 dataset; level of theory: the ωB97M-V functional and the def2-TZVPD basis.

Each atom is followed by the atoms it is bonded to, with distances in Å.
Positions of all 15 atoms, in Å:
1 C 1.00 -0.75 0.88  C2 1.555, H6 1.090, H7 1.088, H8 1.110
2 C 0.56 -0.02 -0.41  C1 1.555, N3 1.500, C4 1.535, H9 1.097
3 N 1.42 -0.45 -1.56  C2 1.500, H10 1.002, H11 1.000
4 C -0.85 -0.50 -0.78  C2 1.535, O5 1.199, H12 1.124
5 O -1.75 -0.66 0.00  C4 1.199
6 H 2.09 -0.73 0.99  C1 1.090
7 H 0.69 -1.78 0.69  C1 1.088
8 H 0.37 -0.44 1.74  C1 1.110
9 H 0.49 1.08 -0.39  C2 1.097
10 H 2.38 -0.37 -1.26  N3 1.002
11 H 0.86 -1.13 -2.03  N3 1.000
12 H -1.10 -0.29 -1.85  C4 1.124
13 O -2.30 2.19 1.10  H14 0.963, H15 0.958
14 H -1.66 2.59 1.70  O13 0.963
15 H -2.19 1.24 1.17  O13 0.958

The SMILES is C[C@@H](N)C=O.O. Its spin multiplicity is 1. The value obtained for the energy relative to the best compared isomer or geometry (same formula, charge and spin) is 52.1 kcal per mole. The HOMO-LUMO gap comes out at 0.3633 hartree.

Atomic partial charges in e from the Löwdin method, atoms 1 to 5: -0.06 -0.39 0.03 -0.25 0.06


Record 3
The molecule C3H9NO2. Source: the OMol25 dataset; level of theory: the ωB97M-V functional and the def2-TZVPD basis.

Each atom is followed by the atoms it is bonded to, with distances in Å.
Positions of all 15 atoms, in Å:
1 N -1.11 -0.93 -1.02  C2 1.454, H7 1.016, H8 1.019
2 C -0.21 -0.52 0.05  N1 1.454, C3 1.523, C5 1.540, H9 1.099
3 C 1.00 0.25 -0.47  C2 1.523, O4 1.408, H10 1.090, H11 1.109
4 O 1.64 -0.46 -1.51  C3 1.408, H12 0.965
5 C -0.94 0.25 1.17  C2 1.540, O6 1.425, H13 1.086, H14 1.085
6 O -0.07 1.01 2.00  C5 1.425, H15 0.960
7 H -1.49 -0.09 -1.45  N1 1.016
8 H -0.52 -1.34 -1.73  N1 1.019
9 H 0.22 -1.41 0.51  C2 1.099
10 H 1.62 0.70 0.30  C3 1.090
11 H 0.65 1.21 -0.90  C3 1.109
12 H 2.37 -0.97 -1.12  O4 0.965
13 H -1.40 -0.51 1.80  C5 1.086
14 H -1.70 0.89 0.73  C5 1.085
15 H -0.07 1.91 1.65  O6 0.960

The SMILES is NC(CO)CO. Its spin multiplicity is 1. The value obtained for the energy relative to the best compared isomer or geometry (same formula, charge and spin) is 39.5 kcal per mole. The HOMO-LUMO gap comes out at 0.3763 hartree.

Atomic partial charges in e from the Löwdin method, atoms 1 to 5: 0.05 -0.40 -0.26 -0.05 -0.21


Record 4
A cluster of 2 separate species, C3H9NO2 in total. Source: the OMol25 dataset; level of theory: the ωB97M-V functional and the def2-TZVPD basis.

Each atom is followed by the atoms it is bonded to, with distances in Å.
Positions of all 15 atoms, in Å:
1 C 0.72 -2.68 -0.31  C2 1.512, H5 1.074, H6 1.057, H7 1.096
2 C -0.52 -1.84 -0.16  C1 1.512, O3 1.269, O4 1.249
3 O -0.70 -0.90 -0.99  C2 1.269
4 O -1.29 -2.04 0.81  C2 1.249
5 H 0.70 -3.74 -0.12  C1 1.074
6 H 1.48 -2.36 0.36  C1 1.057
7 H 1.01 -2.70 -1.37  C1 1.096
8 C 0.48 2.33 0.38  N9 1.488, H13 1.084, H14 1.093, H15 1.081
9 N -0.86 1.77 0.08  C8 1.488, H10 1.042, H11 1.014, H12 1.059
10 H -1.22 1.37 0.97  N9 1.042
11 H -1.53 2.47 -0.21  N9 1.014
12 H -0.89 0.97 -0.62  N9 1.059
13 H 0.92 2.14 1.35  C8 1.084
14 H 0.49 3.38 0.07  C8 1.093
15 H 1.21 1.81 -0.23  C8 1.081

Its spin multiplicity is 1. The value obtained for the energy relative to the best compared isomer or geometry (same formula, charge and spin) is 52.6 kcal per mole. The HOMO-LUMO gap comes out at 0.2670 hartree.

Atomic partial charges in e from the Löwdin method, atoms 1 to 5: -0.04 -0.76 -0.14 -0.07 0.06


no.,total energy (eV)
1,-8841.529
2,-8840.698
3,-8841.240
4,-8840.672